{"formula": "C4H5O3S", "method": "ωB97M-V with the def2-TZVPD basis set", "relative_energy_kcal_mol": 3.4, "lumo_ev": 3.67, "orbital_gap_ev": 6.898, "charge": -1, "species": ["C", "C", "C", "C", "O", "O", "O", "S", "H", "H", "H", "H", "H"], "positions_angstrom": [[-0.07582, 1.56268, 0.12278], [0.31957, 0.34594, -0.35385], [0.44096, 2.89654, -0.31323], [-0.09097, -1.01594, 0.06636], [1.49920, 3.04915, -0.95674], [-0.29121, 3.86273, 0.02608], [1.32496, 0.31848, -1.28281], [-1.35016, 1.79792, 1.34548], [-0.71114, -0.85689, 1.00622], [-0.73930, -1.44672, -0.70791], [0.92312, -1.54150, 0.08672], [1.40011, 1.27382, -1.58204], [-0.93157, 3.20242, 0.80139]], "forces_ev_per_angstrom": [[-0.63, -1.73, 0.49], [0.58, 2.21, -0.03], [1.86, -0.65, -1.41], [0.16, 0.70, 0.56], [-0.29, -0.79, -0.33], [-0.89, 0.93, 1.07], [-0.25, 0.76, -0.83], [-0.21, -0.95, 0.24], [1.15, -0.85, -0.88], [0.23, -0.16, 0.15], [-1.68, 0.04, 0.57], [0.58, -0.80, 0.51], [-0.59, 1.30, -0.11]]}